[1]
ORCA calculation (ωB97M-V/def2-TZVPD) on an isolated molecule of C5H13O2P in a non-equilibrium geometry.

The HOMO energy is -10.2 eV. The gap between HOMO and LUMO comes out at 11.10 eV. Its SMILES is C[P@@H](=O)OC(C)(C)C. The energy above the lowest of the compared OMol25 structures with the same formula, charge and spin is 6.78 kcal/mol. The charge is 0. Its LUMO energy is 0.917 eV.

XYZ file:
```
21
C5H13O2P ωB97M-V/def2-TZVPD
C 3.080 0.900 -0.899
P 1.922 -0.290 -0.062
O 1.938 -0.500 1.384
O 0.488 0.263 -0.468
C -0.767 -0.259 -0.029
C -0.570 -1.665 0.514
C -1.380 0.617 1.083
C -1.668 -0.280 -1.252
H 2.327 1.673 -1.078
H 3.919 1.217 -0.338
H 3.357 0.622 -1.931
H 1.986 -1.513 -0.900
H -0.416 -2.332 -0.267
H 0.142 -1.684 1.325
H -1.526 -1.957 1.013
H -2.436 0.738 0.805
H -0.800 1.559 1.070
H -1.310 0.129 2.087
H -2.245 0.610 -1.220
H -1.075 -0.283 -2.118
H -2.379 -1.166 -1.273
```


[2]
ORCA calculation (ωB97M-V/def2-TZVPD) on a structure of composition C5H13O3Pb in a non-equilibrium geometry.

The HOMO energy (alpha / beta) is -12.0 / -11.3 eV. The gap between HOMO and LUMO (alpha / beta) comes out at 6.32 / 5.43 eV. The energy above the lowest of the compared OMol25 structures with the same formula, charge and spin is 30.03 kcal/mol. The charge is +1. Its LUMO energy (alpha / beta) is -5.703 / -5.879 eV.

XYZ file:
```
22
C5H13O3Pb ωB97M-V/def2-TZVPD
C 1.232 -0.545 0.695
O -0.155 -0.429 0.806
C -0.804 0.059 -0.341
C -2.289 0.151 -0.100
O -2.573 1.121 0.875
C -3.939 1.196 1.198
H 1.623 -0.714 1.712
H 1.648 0.472 0.580
H -0.626 -0.627 -1.191
H -0.396 1.053 -0.602
H -2.669 -0.839 0.214
H -2.787 0.412 -1.053
H -4.313 0.234 1.589
H -4.061 1.961 1.973
H -4.543 1.466 0.314
Pb 2.115 -2.907 -0.222
O 2.729 -0.723 -1.099
H 2.539 -0.937 -2.032
C 4.052 -0.200 -0.883
H 4.325 0.350 -1.788
H 3.983 0.310 0.082
H 4.910 -0.862 -0.726
```


[3]
ORCA calculation (ωB97M-V/def2-TZVPD) on the ion C5H13O3SSi with charge -1 in a non-equilibrium geometry.

The HOMO energy is -4.7 eV. The gap between HOMO and LUMO comes out at 8.36 eV. The energy above the lowest of the compared OMol25 structures with the same formula, charge and spin is 0.00 kcal/mol. The charge is -1. Its LUMO energy is 3.642 eV.

XYZ file:
```
23
C5H13O3SSi ωB97M-V/def2-TZVPD
C -0.609 -1.303 1.404
C -1.030 -1.815 -0.960
C 1.688 0.500 -0.631
C -0.151 2.281 0.644
C -0.847 -0.728 0.028
O -2.294 1.011 -1.155
O -3.797 -0.784 -0.317
O -2.948 1.032 1.131
Si -0.247 0.917 -0.658
S -2.719 0.167 -0.029
H -0.574 -0.489 2.150
H 0.426 -1.792 1.348
H -1.356 -1.950 1.659
H -1.632 -1.503 -1.834
H -1.466 -2.672 -0.618
H -0.092 -2.143 -1.374
H 1.670 -0.380 -1.255
H 2.144 1.315 -1.163
H 2.102 0.205 0.322
H -0.242 3.245 0.153
H -0.958 2.232 1.427
H 0.789 2.332 1.219
H -0.403 1.380 -2.123
```


[4]
ORCA calculation (ωB97M-V/def2-TZVPD) on a structure of composition C5H13O3Sn in a non-equilibrium geometry.

The HOMO energy (alpha / beta) is -4.4 / -7.5 eV. The gap between HOMO and LUMO (alpha / beta) comes out at 4.88 / 7.99 eV. The charge is 0. The spin multiplicity is 2. Its LUMO energy (alpha / beta) is 0.527 / 0.479 eV.

XYZ file:
```
22
C5H13O3Sn ωB97M-V/def2-TZVPD
C -1.485 -0.940 -1.987
C -1.638 0.134 -0.939
O -0.769 -0.148 0.181
C -0.811 0.800 1.233
C 0.315 0.564 2.221
O 1.530 1.192 1.898
C 2.226 0.647 0.804
H -2.516 -1.023 -2.379
H -1.273 -1.799 -2.639
H -2.659 0.176 -0.528
H -1.376 1.139 -1.308
H -1.784 0.697 1.741
H -0.730 1.821 0.826
H 0.469 -0.525 2.354
H 0.003 0.979 3.188
H 3.223 1.103 0.787
H 2.338 -0.447 0.910
H 1.724 0.857 -0.154
Sn 0.054 -1.998 -0.222
O 1.095 -1.413 -1.776
H 1.944 -0.971 -1.712
H 0.121 -0.846 -2.499
```


[5]
ORCA calculation (ωB97M-V/def2-TZVPD) on an isolated molecule of C5H13P in a non-equilibrium geometry.

The HOMO energy is -7.8 eV. The gap between HOMO and LUMO comes out at 8.53 eV. Its SMILES is C=[PH](CC)CC. The energy above the lowest of the compared OMol25 structures with the same formula, charge and spin is 90.21 kcal/mol. The charge is 0. Its LUMO energy is 0.772 eV.

XYZ file:
```
19
C5H13P ωB97M-V/def2-TZVPD
C -1.484 -2.221 0.070
P 0.295 -0.888 -0.040
C 0.504 -0.233 -1.754
C 1.232 1.108 -1.713
C -0.341 0.694 0.736
C -0.616 0.488 2.233
H -1.656 -1.939 1.076
H -1.260 -3.286 0.037
H 1.550 -0.587 0.372
H 1.147 -0.924 -2.134
H -0.388 -0.244 -2.385
H 2.008 1.062 -0.912
H 1.443 1.288 -2.788
H 0.445 1.776 -1.485
H 0.379 1.562 0.659
H -1.271 1.041 0.272
H 0.260 -0.109 2.711
H -0.727 1.470 2.673
H -1.521 -0.058 2.373
```


[6]
ORCA calculation (ωB97M-V/def2-TZVPD) on a cluster of 2 separate species, C5H13PS in total in a non-equilibrium geometry.

The HOMO energy (alpha / beta) is -7.8 / -8.6 eV. The gap between HOMO and LUMO (alpha / beta) comes out at 6.61 / 8.75 eV. The energy above the lowest of the compared OMol25 structures with the same formula, charge and spin is 121.63 kcal/mol. The charge is 0. Its LUMO energy (alpha / beta) is -1.145 / 0.114 eV.

XYZ file:
```
20
C5H13PS ωB97M-V/def2-TZVPD
C 0.753 -1.043 -1.501
C 0.130 -1.842 1.424
C -1.018 0.469 1.594
C -0.203 -0.352 -0.616
C 0.073 -0.366 0.858
P 0.862 2.547 -1.309
S 1.727 0.269 1.309
H 0.863 -1.958 -0.934
H 0.400 -1.100 -2.573
H 1.733 -0.514 -1.417
H 0.773 -1.712 2.357
H 0.718 -2.452 0.761
H -0.885 -2.338 1.745
H -0.784 0.593 2.584
H -1.119 1.406 1.000
H -1.932 -0.150 1.473
H -0.963 0.157 -1.128
H 0.003 3.188 -0.391
H -0.188 2.775 -2.122
H 1.800 1.329 0.553
```


[7]
ORCA calculation (ωB97M-V/def2-TZVPD) on a cluster of 2 separate species, C5H14 in total in a non-equilibrium geometry.

The HOMO energy (alpha / beta) is 1.5 / -7.6 eV. The gap between HOMO and LUMO (alpha / beta) comes out at 2.71 / 11.86 eV. The energy above the lowest of the compared OMol25 structures with the same formula, charge and spin is 15.78 kcal/mol. The charge is -1. The spin multiplicity is 2. Its LUMO energy (alpha / beta) is 4.236 / 4.288 eV.

XYZ file:
```
19
C5H14 ωB97M-V/def2-TZVPD
C -0.217 -2.321 0.019
C -1.059 -1.257 -0.707
C -0.573 -2.393 1.520
H -0.138 -3.300 -0.414
H 0.795 -1.916 -0.112
H -1.958 -1.698 -1.153
H -0.484 -3.438 1.848
H 0.096 -1.759 2.084
H -0.520 -0.708 -1.479
H -1.453 -0.541 0.016
H -1.644 -2.238 1.632
C 0.800 3.433 -0.942
C 1.066 2.293 0.101
H -0.152 3.201 -1.421
H 0.743 4.318 -0.336
H 1.549 3.376 -1.727
H 0.941 2.693 1.119
H 2.051 1.839 0.081
H 0.246 1.578 0.132
```


[8]
ORCA calculation (ωB97M-V/def2-TZVPD) on a cluster of 2 separate species, C5H14 in total in a non-equilibrium geometry.

The HOMO energy (alpha / beta) is 1.5 / -7.2 eV. The gap between HOMO and LUMO (alpha / beta) comes out at 2.77 / 11.52 eV. The energy above the lowest of the compared OMol25 structures with the same formula, charge and spin is 43.52 kcal/mol. The charge is -1. The spin multiplicity is 2. Its LUMO energy (alpha / beta) is 4.267 / 4.313 eV.

XYZ file:
```
19
C5H14 ωB97M-V/def2-TZVPD
C 1.650 -0.610 0.594
C 2.536 0.333 1.401
H 0.847 -1.095 1.253
H 1.168 -0.087 -0.164
H 2.225 -1.482 0.196
H 2.596 1.330 1.244
H 3.495 -0.183 1.505
H 2.112 0.345 2.372
C -2.000 0.255 -1.246
C -0.884 1.191 -0.848
C -1.917 -0.928 -0.236
H -2.876 0.776 -1.330
H -1.557 -0.057 -2.196
H 0.102 0.723 -1.330
H -1.113 -1.639 -0.556
H -1.764 -0.873 0.876
H -2.839 -1.587 -0.442
H -0.891 2.149 -1.424
H -0.888 1.439 0.331
```


[9]
ORCA calculation (ωB97M-V/def2-TZVPD) on a cluster of 2 separate species, C5H14 in total in a non-equilibrium geometry.

The HOMO energy (alpha / beta) is 1.5 / -7.3 eV. The gap between HOMO and LUMO (alpha / beta) comes out at 2.66 / 11.59 eV. The energy above the lowest of the compared OMol25 structures with the same formula, charge and spin is 37.20 kcal/mol. The charge is -1. The spin multiplicity is 2. Its LUMO energy (alpha / beta) is 4.168 / 4.281 eV.

XYZ file:
```
19
C5H14 ωB97M-V/def2-TZVPD
C 0.131 1.280 -1.856
C 0.493 -0.022 -2.571
H 0.989 1.597 -1.230
H -0.193 2.052 -2.535
H -0.761 1.079 -1.177
H 0.074 -0.135 -3.423
H 0.452 -0.963 -2.104
H 1.498 0.181 -3.032
C -0.128 -0.420 0.971
C 0.392 0.566 2.112
C -0.946 -1.479 1.643
H -0.587 0.159 0.228
H 0.751 -0.912 0.462
H 1.457 0.295 2.470
H -1.490 -1.141 2.632
H -1.856 -1.756 1.046
H -0.478 -2.428 1.806
H 0.405 1.501 1.591
H -0.201 0.546 2.968
```


[10]
ORCA calculation (ωB97M-V/def2-TZVPD) on a cluster of 2 separate species, C5H14 in total in a non-equilibrium geometry.

The HOMO energy (alpha / beta) is 1.4 / -7.1 eV. The gap between HOMO and LUMO (alpha / beta) comes out at 2.80 / 11.22 eV. The energy above the lowest of the compared OMol25 structures with the same formula, charge and spin is 32.81 kcal/mol. The charge is -1. The spin multiplicity is 2. Its LUMO energy (alpha / beta) is 4.226 / 4.141 eV.

XYZ file:
```
19
C5H14 ωB97M-V/def2-TZVPD
C 1.495 0.258 0.805
C 3.018 -0.101 1.141
H 0.970 -0.392 1.571
H 1.438 1.345 0.863
H 1.306 0.221 -0.369
H 3.610 0.296 0.261
H 3.220 -1.265 1.201
H 3.179 0.246 2.081
C -1.902 -0.029 -1.159
C -0.991 -1.203 -0.810
C -1.848 1.108 -0.097
H -1.598 0.334 -2.108
H -2.933 -0.422 -1.194
H -0.686 -1.313 0.192
H -0.053 -1.357 -1.459
H -2.486 0.918 0.792
H -0.895 1.310 0.340
H -1.509 -2.188 -0.907
H -2.194 2.069 -0.549
```


[11]
ORCA calculation (ωB97M-V/def2-TZVPD) on a cluster of 2 separate species, C5H14 in total in a non-equilibrium geometry.

The HOMO energy is -11.2 eV. The gap between HOMO and LUMO comes out at 12.39 eV. Its SMILES is CCC.CC. The energy above the lowest of the compared OMol25 structures with the same formula, charge and spin is 12.41 kcal/mol. The charge is 0. Its LUMO energy is 1.163 eV.

XYZ file:
```
19
C5H14 ωB97M-V/def2-TZVPD
C 0.111 1.119 1.179
C 0.853 1.233 -0.162
C 2.362 1.285 0.132
H -0.164 0.087 1.258
H 0.839 1.271 1.972
H -0.736 1.794 1.235
H 0.746 0.358 -0.788
H 0.698 2.148 -0.732
H 2.998 1.220 -0.754
H 2.633 2.204 0.648
H 2.673 0.431 0.735
C -1.757 -1.335 -1.245
C -1.480 -2.000 0.110
H -1.865 -0.251 -1.205
H -1.078 -1.644 -2.036
H -2.766 -1.615 -1.581
H -1.236 -3.055 0.040
H -2.281 -1.736 0.785
H -0.551 -1.513 0.409
```


[12]
ORCA calculation (ωB97M-V/def2-TZVPD) on a cluster of 2 separate species, C5H14 in total in a non-equilibrium geometry.

The HOMO energy is -11.2 eV. The gap between HOMO and LUMO comes out at 12.32 eV. Its SMILES is CCC.CC. The energy above the lowest of the compared OMol25 structures with the same formula, charge and spin is 10.31 kcal/mol. The charge is 0. Its LUMO energy is 1.144 eV.

XYZ file:
```
19
C5H14 ωB97M-V/def2-TZVPD
C -2.223 0.845 1.390
C -0.853 1.521 1.538
C 0.354 0.584 1.634
H -2.900 1.303 2.105
H -2.678 0.887 0.406
H -2.135 -0.210 1.630
H -0.591 2.244 0.759
H -0.852 2.184 2.410
H 1.146 1.087 2.184
H 0.192 -0.301 2.255
H 0.759 0.229 0.698
C 0.658 -1.049 -1.676
C 1.752 -1.577 -2.587
H -0.261 -1.574 -1.921
H 0.878 -1.122 -0.612
H 0.542 0.022 -1.807
H 2.698 -1.043 -2.465
H 1.441 -1.444 -3.617
H 2.073 -2.585 -2.323
```


no.,calculated total energy (eV)
1,-18780.2864
2,-16774.1897
3,-30252.1994
4,-17362.1051
5,-14680.1906
6,-25515.6506
7,-5409.8248
8,-5408.6219
9,-5408.8959
10,-5409.0862
11,-5411.5116
12,-5411.6025